Record 1
A molecular structure, C12H38MnO12 in a non-equilibrium geometry. Source: the Open Molecules 2025 dataset; level of theory: ωB97M-V with the def2-TZVPD basis set.

Positions of all 63 atoms, in Å:
O 41.832 -2.344 12.492
H 36.460 -2.366 13.709
H 33.559 -8.734 9.539
H 37.305 -9.348 7.090
O 40.185 -3.250 13.493
H 42.329 -9.588 10.420
C 35.602 -9.143 12.145
C 42.164 -7.858 9.670
O 38.746 -4.994 11.658
H 42.044 -7.294 8.749
H 42.089 -1.471 15.116
H 38.455 -9.489 5.738
H 39.510 -8.990 7.837
H 37.381 -8.930 15.470
H 37.577 -8.035 5.965
H 37.163 -5.755 7.511
H 37.069 -3.887 13.136
H 40.341 -1.487 15.320
H 38.806 -7.122 14.748
O 33.708 -8.858 7.421
H 40.655 -6.219 14.127
H 33.471 -8.212 6.759
O 37.862 -3.902 7.905
O 37.158 -8.011 15.659
C 37.735 -7.262 14.572
H 37.311 -6.271 14.725
H 38.494 -7.519 9.542
O 39.118 -8.286 7.311
H 38.484 -5.211 6.344
H 33.489 -7.218 8.597
C 37.609 -4.937 6.933
O 42.471 -9.239 9.535
O 40.011 -5.517 9.997
H 42.805 -5.727 12.776
H 42.854 -7.314 10.325
H 35.420 -8.191 11.644
C 33.941 -8.209 8.663
O 37.674 -3.440 15.046
C 38.131 -6.974 10.410
H 34.798 -10.741 12.814
C 41.136 -1.335 14.597
H 38.548 -3.445 14.636
C 36.686 -3.388 14.031
H 36.393 -9.467 11.442
H 41.861 -7.421 13.760
H 41.195 -7.697 10.157
H 38.023 -7.602 11.293
O 41.863 -5.605 12.628
H 40.505 -7.210 12.649
H 36.095 -9.093 13.115
H 36.820 -4.589 6.265
H 35.022 -8.142 8.840
H 35.781 -3.881 14.379
C 41.031 -2.318 13.460
H 41.196 -0.302 14.256
C 39.017 -5.790 10.718
O 34.529 -10.064 12.189
H 37.572 -7.702 13.591
C 41.197 -6.686 13.305
H 37.141 -6.581 10.170
C 38.082 -8.824 6.526
Mn 40.734 -4.054 11.545
H 38.407 -4.366 8.551

Computed properties:
Expectation value of S² = 8.7529
2S+1 = 6
Largest force on an atom = 1.9 eV/Å
LUMO energy (spin up / spin down) = -0.159 / -0.383 eV
E = -68948.8937 eV
Gap between HOMO and LUMO (spin up / spin down) = 9.36 / 9.13 eV

Record 2
10 unconnected molecules or ions with the total composition C12H38N6O18S in a non-equilibrium geometry. Source: the Open Molecules 2025 dataset; level of theory: ωB97M-V with the def2-TZVPD basis set.

Positions of all 75 atoms, in Å:
H 5.693 -2.716 -4.326
H 4.406 -3.381 -3.228
O -2.029 -3.977 3.298
H 2.425 0.531 4.880
O -1.726 2.245 -6.752
C -0.779 1.246 -6.525
H -0.434 -4.459 -5.035
H -0.233 7.313 4.505
O 2.943 -1.761 -4.235
O 4.483 1.863 5.279
O -0.789 -2.841 4.601
H 5.686 -2.173 -2.699
H -1.628 2.271 4.102
H 0.099 1.271 -7.170
O -7.640 1.520 -3.817
H -1.593 0.323 -0.581
C -0.287 5.098 4.402
N 4.017 -1.452 -3.904
H 1.220 3.274 -0.465
O 4.419 -0.266 -3.829
H 1.411 6.550 4.395
O 1.834 -4.240 0.694
O 2.639 5.278 0.491
H -1.311 -5.619 -6.190
H 0.479 -4.905 4.863
N -2.367 -4.245 -4.982
O -3.207 -5.127 -4.788
H 0.200 -4.643 -0.422
O -0.106 -0.462 0.601
H -1.037 -3.815 -6.504
C -1.213 -4.613 -5.782
N -6.688 1.188 -4.475
S -1.695 3.644 6.058
H 1.702 -5.109 -1.225
O -2.537 -3.064 -4.754
H -2.700 1.617 5.382
C 1.176 -5.104 -0.271
N 2.998 4.137 0.205
H -4.755 0.499 -4.531
H 2.857 0.782 3.261
O 4.072 3.670 0.624
C -2.433 2.500 4.801
H -0.667 -0.871 -1.421
H -0.690 -5.931 3.817
C -1.082 -0.630 -0.443
C -5.602 0.517 -3.846
H 1.115 -6.079 0.214
H 0.404 6.472 5.875
O -0.387 3.234 6.505
H 2.327 3.911 -1.799
C 2.231 3.360 -0.863
N -1.171 -3.917 4.112
H -1.803 -1.414 -0.211
H -1.199 -5.457 5.433
O -6.695 1.223 -5.672
H 3.441 -0.736 4.083
C 3.234 0.330 4.178
H -5.910 -0.475 -3.515
H -1.183 0.243 -6.664
H -3.381 2.885 4.424
C 5.022 -2.520 -3.490
C -0.540 -5.194 4.606
O -1.508 4.984 5.096
H -5.151 1.087 -3.034
O 5.601 0.686 3.902
N 4.539 1.072 4.417
H 0.336 4.224 4.592
H 2.667 2.362 -0.894
H -1.234 3.060 -6.627
H -0.537 5.013 3.344
H 0.441 -1.251 0.595
H 2.530 -4.800 1.044
O -2.739 3.971 7.021
C 0.396 6.467 4.785
H -0.374 1.330 -5.516

Computed properties:
Largest force on an atom = 5.4 eV/Å
LUMO energy = -0.369 eV
E = -69669.8845 eV
Gap between HOMO and LUMO = 10.22 eV

Record 3
A molecular structure, C12H39NO12PS2 in a non-equilibrium geometry. Source: the Open Molecules 2025 dataset; level of theory: ωB97M-V with the def2-TZVPD basis set.

Positions of all 67 atoms, in Å:
C 4.093 -1.167 -3.964
H -2.937 0.790 7.054
H 8.037 -1.536 -4.007
H -2.181 2.570 5.752
S 1.868 -0.299 0.918
H -4.562 0.719 3.181
H 4.913 -1.851 -3.747
O 6.615 1.364 -6.428
H -3.149 -0.155 1.051
O 0.945 -3.765 -0.107
H -2.375 0.283 5.434
H -4.385 -2.808 -0.581
H -6.697 -0.124 3.478
C -4.765 4.668 7.295
C -2.042 -1.134 -2.083
O -4.766 -0.101 2.717
H -5.566 5.525 8.855
O 3.022 0.287 1.535
H 4.667 1.957 -6.315
O 1.915 -2.565 -1.956
H -1.748 0.362 0.069
S 1.309 -2.506 -0.652
O 3.479 -0.734 -2.758
H 2.747 1.737 -0.901
H 8.843 -1.603 -2.427
C -3.309 -2.679 -0.488
H 7.560 -0.402 -2.731
H -1.515 0.293 -3.579
C -2.923 -1.225 -0.832
H 4.486 -0.287 -4.474
H -4.392 5.591 6.843
O 6.908 -2.369 -2.538
H -2.602 -1.611 -2.893
H -2.754 0.852 -2.444
H -0.132 -1.669 -2.859
H 6.764 -2.267 -1.592
H 7.485 1.713 -6.215
H -6.045 -1.682 2.932
H -2.834 -3.404 -1.143
H -5.474 -0.985 4.457
C -5.801 -0.752 3.439
H -1.036 0.805 -1.968
N 2.279 -1.724 0.341
O -3.065 2.239 5.561
H 5.806 3.274 -6.648
C -0.757 -1.929 -2.006
H -3.065 -2.902 0.545
H -0.948 -2.995 -2.091
O 0.461 2.027 -0.438
O -0.025 -1.638 -0.794
C 5.651 2.353 -6.079
H 3.125 -1.517 -2.304
H 5.693 2.575 -5.010
C 7.891 -1.424 -2.936
H -1.705 -1.136 0.948
H 1.351 0.303 -1.917
C -1.818 0.309 -2.533
P 1.530 1.059 -0.747
H 3.364 -1.661 -4.616
H -5.711 4.390 6.824
C -2.360 -0.479 0.381
O -4.926 4.823 8.707
C -3.113 0.875 5.979
O 0.687 -0.301 1.722
H -3.861 -0.730 -1.093
H -4.107 0.498 5.754
H -4.045 3.876 7.123

Computed properties:
Largest force on an atom = 1.5 eV/Å
LUMO energy = 2.218 eV
Charge = -1
E = -70094.3414 eV
Gap between HOMO and LUMO = 8.24 eV

Record 4
8 unconnected molecules or ions with the total composition C12H40BF4N2O7 in a non-equilibrium geometry. Source: the Open Molecules 2025 dataset; level of theory: ωB97M-V with the def2-TZVPD basis set.

Positions of all 66 atoms, in Å:
H -5.711 0.776 -0.896
H 3.600 2.042 0.824
F 1.301 -1.362 -1.536
H -2.583 -4.023 -2.742
H 6.552 -1.116 -0.095
H 2.871 -0.235 3.397
H 2.964 -0.623 -0.675
H -0.175 4.744 4.350
O -0.232 -3.044 0.594
H 1.984 0.934 -2.728
H 1.453 0.539 3.984
H -3.206 -0.265 1.542
H 3.160 1.166 4.415
H -6.538 1.150 -2.438
H -3.257 1.869 0.161
H 2.217 3.717 1.886
H 2.123 -1.974 -4.621
C 2.470 1.650 2.447
H 4.019 0.679 1.489
H 3.659 -1.954 0.861
C 2.145 3.103 2.790
C 0.596 4.609 3.588
C -4.659 -1.472 -1.797
H 3.484 0.600 -2.771
H 0.217 5.028 2.648
O 3.919 -0.502 -0.572
H -2.891 1.013 2.688
H -0.891 -2.370 0.412
H 5.765 -0.539 1.357
H 2.943 3.445 3.464
B 0.272 -0.456 -1.265
H -1.899 2.501 1.080
H 1.094 -1.327 -3.701
H -1.725 1.271 -0.174
H -3.197 -0.763 -3.816
C 2.476 0.747 3.676
C -3.844 -2.337 -2.765
H -2.538 -3.137 -1.273
C 5.787 -1.363 0.641
N 3.754 1.624 1.738
H -3.879 -4.227 -1.526
O 1.180 -1.803 -4.540
C -3.231 -3.510 -2.029
C -2.515 0.556 1.768
O -1.263 -0.022 2.140
H 4.505 -2.426 -0.670
H 1.707 1.313 1.737
F -0.958 -1.072 -1.219
H 1.410 5.279 3.898
H -2.177 -1.185 -2.576
O 2.870 1.342 -2.746
F 0.577 0.174 -0.024
H 0.511 -2.810 0.027
N -2.752 -1.543 -3.344
H 6.178 -2.237 1.171
O -5.298 -0.433 -2.534
H -5.407 -1.970 -1.166
H -3.963 -1.005 -1.086
C -6.186 0.351 -1.786
O 0.926 3.258 3.507
C -2.330 1.585 0.674
H -7.063 -0.239 -1.491
F 0.332 0.540 -2.277
C 4.408 -1.673 0.120
H -0.615 0.062 1.423
H -4.450 -2.649 -3.620

Computed properties:
Largest force on an atom = 2.0 eV/Å
LUMO energy = 2.834 eV
Charge = -1
E = -41960.0370 eV
Gap between HOMO and LUMO = 9.34 eV

Record 5
A molecular structure, C12H40BNa2O12 in a non-equilibrium geometry. Source: the Open Molecules 2025 dataset; level of theory: ωB97M-V with the def2-TZVPD basis set.

Positions of all 67 atoms, in Å:
H -0.036 0.058 -5.786
H 3.503 2.515 0.395
H -2.000 -1.099 4.407
H -3.657 -0.767 -2.981
H 6.093 0.968 -0.867
H -1.115 3.400 5.235
H -0.632 -1.893 -3.059
O -1.234 0.486 3.532
H -1.036 5.627 2.025
H -2.882 -2.324 2.596
H 2.203 -3.575 0.670
H -2.582 -0.808 -0.683
H 1.762 -5.834 -0.919
H -1.115 -1.184 0.572
H 0.955 1.201 0.525
H 1.297 -2.187 -1.272
C 3.692 1.632 1.003
C -0.181 -0.361 -4.786
C -1.504 -0.957 3.447
C -1.090 4.546 2.227
H -3.840 0.076 -0.014
H -0.678 0.482 -4.284
H -4.900 1.057 -2.429
C 2.697 -3.566 -1.413
C -3.374 -0.118 -0.987
Na 0.790 1.484 2.534
H -4.678 -1.656 -1.720
H -2.120 1.306 -0.932
H 0.978 -0.471 -3.217
O 1.498 -5.216 -0.229
O 0.071 3.943 1.670
H -0.039 1.424 -0.952
H 0.233 -0.321 -0.358
C -1.059 4.624 3.738
O -2.962 1.211 -1.393
H 2.932 -4.202 -2.270
C -1.082 -1.571 -4.855
H -1.920 5.153 4.140
Na -0.415 -4.072 0.428
H -0.161 3.753 0.754
H -0.051 5.013 3.909
H -1.981 4.128 1.758
O -1.185 3.286 4.280
O 3.456 2.056 2.384
O -1.432 -1.914 1.138
O -5.339 0.205 -2.314
H -0.963 0.873 0.493
H 5.280 0.116 1.344
O 5.214 0.764 -0.538
H 3.487 -2.810 -1.366
B 0.063 0.751 -0.021
H 3.541 -4.737 0.136
H -1.986 -1.509 -5.459
H 4.009 2.845 2.353
H -0.454 -2.303 -5.386
H -0.520 -1.428 3.447
C -4.276 -0.715 -2.086
H -2.973 -0.700 1.930
O -1.434 -2.081 -3.566
H -1.672 0.920 4.266
C 5.115 1.084 0.876
H 3.012 0.829 0.729
O 1.050 -0.627 -4.166
C 2.576 -4.279 -0.076
C -2.286 -1.494 2.222
O 1.518 -2.933 -1.839
H 5.820 1.896 1.056

Computed properties:
Largest force on an atom = 2.5 eV/Å
LUMO energy = -3.173 eV
Charge = +1
E = -47163.6091 eV
Gap between HOMO and LUMO = 8.20 eV

Record 6
7 unconnected molecules or ions with the total composition C12H40BO12 in a non-equilibrium geometry. Source: the Open Molecules 2025 dataset; level of theory: ωB97M-V with the def2-TZVPD basis set.

Positions of all 65 atoms, in Å:
H -1.311 1.679 3.842
H 1.557 -1.578 1.907
O 3.022 -1.519 -0.634
O 1.646 1.858 -1.204
C 0.588 -2.017 -3.598
H -0.618 -1.588 -1.547
H -0.680 3.724 2.950
H 4.697 -2.255 0.215
C 1.743 2.944 -0.273
H 0.894 -1.944 -4.651
H -1.927 -4.704 3.677
H 4.018 -0.823 1.043
H 1.089 1.164 -0.817
H 2.667 2.734 0.272
H 0.372 -1.715 0.182
O 2.297 -1.752 2.500
O -0.856 -3.098 1.438
O 0.088 3.738 3.526
C -2.239 -3.263 1.345
C 1.560 4.290 -0.929
C -1.994 2.134 -2.143
C 3.094 -2.591 1.650
O 0.924 -3.393 -3.484
H -0.189 0.385 3.312
H 0.447 -0.415 -1.109
O 2.741 4.748 -1.590
H -3.993 3.019 -2.132
H 0.637 4.428 -1.496
C -2.864 -4.593 1.879
C 3.780 -1.773 0.555
H -0.349 0.872 1.369
H 3.940 -2.984 2.227
H -3.874 -4.805 1.528
H -3.248 4.664 -1.123
H 0.812 0.063 0.630
H 1.145 -3.623 -2.575
H -2.236 1.447 -2.957
H -0.989 2.553 -2.145
H -1.280 -0.813 -3.588
O -2.791 -4.567 3.288
H 0.881 2.208 4.744
H 2.499 -3.476 1.412
H -2.782 -2.443 1.820
O -1.229 -2.149 -2.067
C -2.975 3.302 -2.427
O -2.575 4.487 -1.782
H -1.710 1.047 -0.437
H -2.351 -5.470 1.460
H -2.628 -3.335 0.320
H -3.134 3.485 -3.497
H -0.905 -0.281 0.219
H 2.972 4.252 -2.379
H 1.397 4.990 -0.104
C -0.441 1.443 3.223
B 0.159 -0.622 -0.021
O -2.344 1.644 -0.855
H 2.197 -1.039 -0.428
H 1.598 2.341 3.238
C 0.613 2.438 3.707
H -1.514 -2.367 -4.177
O -0.764 1.615 1.845
H 1.218 -1.335 -3.029
C -0.927 -1.842 -3.423
H 0.948 2.872 0.478
H -0.521 -2.398 0.823

Computed properties:
Largest force on an atom = 2.7 eV/Å
LUMO energy = 2.840 eV
Charge = -1
E = -38335.5944 eV
Gap between HOMO and LUMO = 9.93 eV

> The lowest largest force on an atom belongs to which entry?

C12H39NO12PS2